Formula: C4H7ClO
Source: the OMol25 dataset
Level of theory: ωB97M-V/def2-TZVPD

Results
2S+1: 1
HOMO level: -10.06 eV
SMILES: CC(=O)Cl.C=C
Relative energy (zero: lowest compared OMol25 entry of this formula, charge and spin): 158.9 kJ/mol
Kohn-Sham gap: 10.75 eV

Cartesian coordinates (Å):
C (-0.403, 0.696, -1.539)
C (-1.021, -0.542, -0.988)
O (-0.518, -1.567, -0.756)
Cl (-2.642, -0.242, -0.252)
H (0.400, 1.033, -1.021)
H (-1.023, 1.623, -1.454)
H (-0.158, 0.504, -2.580)
C (0.330, 0.125, 1.455)
C (1.436, -0.636, 1.502)
H (-0.594, -0.375, 1.203)
H (0.307, 1.163, 1.615)
H (2.406, -0.148, 1.520)
H (1.479, -1.635, 1.295)

Here are the Löwdin charges for atoms 1 to 6, given in e: C -0.0669; C -0.8488; O 0.0625; Cl 0.6213; H 0.0350; H 0.0957

=====

Formula: C4H7ClO
Source: the OMol25 dataset
Level of theory: ωB97M-V/def2-TZVPD

Results
2S+1: 1
HOMO level: -8.69 eV
SMILES: CCO/C=C/Cl
Relative energy (zero: lowest compared OMol25 entry of this formula, charge and spin): 169.6 kJ/mol
Kohn-Sham gap: 9.69 eV

Cartesian coordinates (Å):
C (-2.930, 0.835, 0.276)
C (-2.272, -0.355, -0.408)
O (-1.081, -0.818, 0.111)
C (-0.009, -0.027, -0.119)
C (1.157, -0.338, 0.423)
Cl (2.705, 0.259, -0.112)
H (-3.890, 1.002, -0.280)
H (-2.916, 0.623, 1.377)
H (-2.243, 1.636, 0.240)
H (-2.917, -1.236, -0.363)
H (-2.207, -0.275, -1.469)
H (-0.132, 0.862, -0.712)
H (1.300, -1.175, 1.196)

Here are the Löwdin charges for atoms 1 to 6, given in e: C -0.0571; C -0.3141; O -0.0837; C -0.2518; C -0.5522; Cl 0.5580

=====

Formula: C4H7ClO
Source: the OMol25 dataset
Level of theory: ωB97M-V/def2-TZVPD

Results
2S+1: 1
HOMO level: -9.98 eV
SMILES: OCC1(Cl)CC1
Relative energy (zero: lowest compared OMol25 entry of this formula, charge and spin): 120.4 kJ/mol
Kohn-Sham gap: 10.85 eV

Cartesian coordinates (Å):
O (-2.170, -0.067, 0.320)
C (-1.172, -0.690, -0.416)
C (0.216, -0.236, -0.075)
Cl (0.496, 1.465, -0.048)
C (1.026, -0.973, 0.896)
C (1.319, -1.097, -0.563)
H (-2.130, 0.860, 0.066)
H (-1.316, -0.679, -1.521)
H (-1.281, -1.777, -0.166)
H (0.432, -1.753, 1.381)
H (1.730, -0.426, 1.520)
H (2.225, -0.619, -1.005)
H (0.930, -2.008, -1.062)

Here are the Löwdin charges for atoms 1 to 6, given in e: O -0.0499; C -0.2995; C -0.8865; Cl 0.7212; C -0.1498; C -0.1331

=====

Results for LUMO level: 0.690 1.001 0.864 (in eV, following the order of the records).